This record from OMol25 describes a molecular structure, C20H31I2NO5 in a non-equilibrium geometry. The level of theory is wB97M-V/def2-TZVPD.

XYZ file:
```
59
Properties=species:S:1:pos:R:3:forces:R:3
I 1.1604 5.3275 -2.4130 0.02 0.09 0.02
I -1.5478 3.2607 -3.3189 0.07 -0.19 0.08
O -1.3920 2.6158 1.0034 1.16 -0.01 -0.05
O 2.7389 -0.8789 3.3579 0.32 0.11 0.50
O -0.2486 -3.6055 -1.2365 -0.02 0.02 0.10
O -0.6034 1.3691 2.7125 -0.26 0.02 0.13
O -1.3711 0.4105 0.8045 0.39 0.01 0.02
N 3.7512 -1.8557 1.5540 -0.12 0.42 0.17
C -0.8303 3.3080 -1.3363 0.50 0.20 0.23
C 1.1373 -0.3829 0.1297 0.32 0.16 -0.04
C -2.0803 -1.3687 -1.1535 -0.46 0.00 -0.30
C 0.5230 0.8275 -0.5794 0.21 0.36 0.19
C -3.9169 2.2221 0.5826 -0.16 -0.35 -0.08
C -1.0229 0.8874 -0.5290 0.62 0.00 0.10
C -1.5221 -3.7663 -1.8663 0.22 0.13 -0.36
C 0.1941 4.1010 -1.0175 -0.16 -0.13 0.30
C -2.0911 -2.4125 -2.2820 -0.05 -0.20 0.17
C 1.9091 -3.0084 2.7540 -0.33 -0.01 -0.41
C -3.1044 2.5258 -0.6471 -0.89 0.37 0.20
C 0.7881 4.2686 0.3629 0.21 0.21 -0.13
C -4.3462 0.9808 0.8680 -0.17 0.20 -0.10
C 2.5915 -0.5765 -0.3122 -0.34 -0.11 -0.33
C -1.5518 2.3512 -0.3884 -1.62 -0.16 -1.14
C 4.8085 -0.8618 1.7234 0.09 0.13 -0.44
C -1.0654 1.4444 1.6239 -0.50 -0.05 -0.14
C 3.1950 -1.8856 0.1914 0.20 -0.41 0.17
C 2.8068 -1.8064 2.5892 -0.25 -0.20 -0.27
C -1.5771 0.0015 -1.6434 -0.62 -0.57 0.32
H 0.6919 3.3928 0.9913 -0.05 0.03 0.01
H -1.3520 -4.3548 -2.7715 -0.18 -0.15 0.05
H 5.4493 -1.1237 2.5619 -0.12 0.02 0.11
H -4.8221 0.3701 0.1040 1.32 -0.62 -0.34
H 3.1890 0.2958 -0.0384 0.09 -0.07 0.05
H 1.8433 4.5176 0.2714 0.02 -0.02 0.04
H -1.5177 -1.7258 -0.2959 0.16 0.01 -0.10
H -4.2399 0.5470 1.8575 -1.33 0.48 0.36
H -2.4013 0.4666 -2.1799 0.05 0.15 0.01
H -0.2551 -4.0509 -0.3870 -0.01 -0.03 0.00
H 2.4217 -2.6531 0.1635 0.00 -0.01 -0.10
H 1.1198 -0.1886 1.2033 -0.16 -0.23 0.05
H 5.4208 -0.8556 0.8206 0.02 -0.10 0.01
H 2.6049 -0.6229 -1.4066 0.04 0.01 -0.01
H -3.1184 -2.5862 -2.6128 0.03 0.00 -0.12
H -3.4525 1.8896 -1.4571 0.11 0.17 -0.20
H 2.3742 -3.7130 3.4425 0.05 0.07 0.07
H -2.2240 -4.3102 -1.2307 0.07 0.04 0.13
H 0.9425 1.7159 -0.1015 0.00 0.00 0.00
H 4.4180 0.1476 1.8638 0.03 -0.01 0.15
H -1.5462 -2.0690 -3.1644 0.11 0.11 0.10
H 0.8798 0.8719 -1.6101 -0.22 0.03 -0.09
H 1.7268 -3.5349 1.8187 0.11 -0.07 0.01
H -4.1591 3.0424 1.2524 1.28 -0.17 0.70
H -0.8080 -0.1700 -2.3943 0.18 0.13 0.12
H -3.2345 3.5805 -0.8941 -0.08 -0.07 -0.33
H 0.9512 -2.6843 3.1541 0.05 0.01 0.14
H 0.3024 5.1041 0.8702 -0.02 -0.01 0.01
H 3.9854 -2.2363 -0.4741 0.07 0.13 0.00
H -3.1119 -1.2509 -0.8158 0.08 0.08 0.25
H 0.5893 -1.3046 -0.0749 -0.07 0.05 -0.03
```
Positions in Å, forces in eV/Å.

Output
relative energy (zero: lowest compared OMol25 entry of this formula, charge and spin) = 0.0 kJ/mol
F_max = 0.0387 Eh/bohr
charge = 0